DFT (ωB97M-V/def2-TZVPD) results for the molecule C2H4N2OS at a distorted geometry.

The geometry in XYZ format:
```
10
Properties=species:S:1:pos:R:3:mulliken_charge:R:1
C 0.060 0.001 -0.803 0.18
C 0.153 0.166 2.583 -0.28
H -0.906 -0.534 -4.040 0.15
H 1.135 0.219 -0.776 0.39
H 0.950 0.331 3.317 0.27
H -0.931 0.127 2.805 0.29
N -0.706 -0.201 -1.723 -0.30
N 0.566 0.187 1.406 -0.43
O -0.464 0.012 0.498 -0.13
S 0.144 -0.307 -3.268 -0.14
```

Summary:
2S+1: 1
ΔE to the lowest compared entry with this formula, charge and spin in kJ/mol: 385.4
LUMO energy in Ha: 0.03170
HOMO-LUMO gap in eV: 9.822
DFT total energy in hartree: -661.438753
Strongest force on any atom in eV/Å: 4.0
SMILES: C=NO/C=N/S
HOMO energy in eV: -9.0

***

DFT (ωB97M-V/def2-TZVPD) results for the molecule C2H4N2OS at a distorted geometry.

The geometry in XYZ format:
```
10
Properties=species:S:1:pos:R:3:mulliken_charge:R:1
C 0.161 0.429 -0.499 -0.48
C -1.024 0.171 0.422 -0.61
N 1.155 -1.661 -0.113 -0.46
N 1.332 -0.450 -0.050 0.83
O 2.276 0.289 0.349 -0.61
S -1.948 -1.271 0.024 -0.04
H -0.124 0.075 -1.605 0.29
H 0.383 1.446 -0.463 0.37
H -0.580 0.010 1.521 0.29
H -1.630 0.962 0.415 0.43
```

Summary:
2S+1: 1
ΔE to the lowest compared entry with this formula, charge and spin in kJ/mol: 799.6
LUMO energy (spin up / spin down) in Ha: -0.13599 / -0.13631
HOMO-LUMO gap (spin up / spin down) in eV: 5.563 / 5.447
DFT total energy in hartree: -661.281000
Strongest force on any atom in eV/Å: 6.1
HOMO energy (spin up / spin down) in eV: -9.3 / -9.2

***

DFT (ωB97M-V/def2-TZVPD) results for the molecule C2H4N2OS at a distorted geometry.

The geometry in XYZ format:
```
10
Properties=species:S:1:pos:R:3:mulliken_charge:R:1
C -0.982 -0.851 0.154 0.28
C 0.567 1.053 -0.053 -0.04
H 2.467 -0.308 -0.298 0.16
H -1.240 -2.007 0.766 0.27
H -2.104 0.801 -0.457 0.25
H -0.299 1.527 0.001 0.42
N 0.285 -0.310 -0.080 -0.02
N -2.007 -0.096 -0.107 -0.62
O 1.681 1.455 0.134 -0.54
S 1.631 -1.264 -0.061 -0.16
```

Summary:
2S+1: 1
ΔE to the lowest compared entry with this formula, charge and spin in kJ/mol: 371.4
LUMO energy in Ha: 0.01749
HOMO-LUMO gap in eV: 9.270
DFT total energy in hartree: -661.444067
Strongest force on any atom in eV/Å: 5.8
SMILES: [H]/N=C\N(S)C=O
HOMO energy in eV: -8.8

***

DFT (ωB97M-V/def2-TZVPD) results for a cluster of 2 separate species, C2H4N2OS in total at a distorted geometry.

The geometry in XYZ format:
```
10
Properties=species:S:1:pos:R:3:mulliken_charge:R:1
C -0.245 -0.848 1.489 -0.46
C -0.240 -0.414 2.598 -0.24
N -0.392 0.550 -1.029 0.61
N 0.606 0.180 -1.825 -0.45
O -1.394 -0.107 -1.018 -0.51
S -0.082 1.841 -0.076 -0.19
H -0.192 -1.334 0.492 0.39
H -0.186 0.185 3.545 0.33
H 0.683 -0.792 -2.253 0.26
H 1.441 0.739 -1.921 0.26
```

Summary:
2S+1: 1
ΔE to the lowest compared entry with this formula, charge and spin in kJ/mol: 641.5
LUMO energy in Ha: -0.01354
HOMO-LUMO gap in eV: 8.753
DFT total energy in hartree: -661.341204
Strongest force on any atom in eV/Å: 3.9
SMILES: N[N+]([O-])=S.C#C
HOMO energy in eV: -9.1

***

DFT (ωB97M-V/def2-TZVPD) results for the molecule C2H4N2OS at a distorted geometry.

The geometry in XYZ format:
```
10
Properties=species:S:1:pos:R:3:mulliken_charge:R:1
C -0.199 0.992 -0.025 0.05
C 2.132 -0.398 0.128 0.18
H -2.358 -1.325 -0.626 0.25
H -2.353 0.248 0.307 0.20
H -0.869 1.605 0.705 0.29
H 1.350 -1.026 0.888 0.23
N -1.817 -0.483 -0.156 -0.44
N -0.572 -0.091 -0.598 -0.18
O 3.229 -0.738 -0.317 -0.44
S 1.457 1.216 -0.307 -0.13
```

Summary:
2S+1: 1
ΔE to the lowest compared entry with this formula, charge and spin in kJ/mol: 350.4
LUMO energy in Ha: 0.02113
HOMO-LUMO gap in eV: 9.390
DFT total energy in hartree: -661.452070
Strongest force on any atom in eV/Å: 3.7
SMILES: N/N=C/SC=O
HOMO energy in eV: -8.8

***

DFT (ωB97M-V/def2-TZVPD) results for the molecule C2H4N2OS at a distorted geometry.

The geometry in XYZ format:
```
10
Properties=species:S:1:pos:R:3:mulliken_charge:R:1
C 0.164 -0.499 0.466 0.55
C -0.505 1.165 -1.267 0.05
H 0.576 0.526 2.188 0.24
H 0.681 -1.161 2.267 0.28
H 0.019 -1.476 -1.210 0.22
H -0.588 2.243 -1.386 0.29
N 0.278 -0.367 1.809 -0.41
N 0.253 -1.582 -0.227 -0.65
O -0.139 0.854 -0.045 -0.24
S -0.738 0.298 -2.595 -0.34
```

Summary:
2S+1: 1
ΔE to the lowest compared entry with this formula, charge and spin in kJ/mol: 159.3
LUMO energy in Ha: 0.00875
HOMO-LUMO gap in eV: 9.224
DFT total energy in hartree: -661.524877
Strongest force on any atom in eV/Å: 3.0
SMILES: [H]/N=C(/N)OC=S
HOMO energy in eV: -9.0

***

DFT (ωB97M-V/def2-TZVPD) results for a cluster of 2 separate species, C2H4N2OS in total at a distorted geometry.

The geometry in XYZ format:
```
10
Properties=species:S:1:pos:R:3:mulliken_charge:R:1
C 1.106 -0.160 -0.026 0.49
C -0.932 0.308 0.116 0.06
N 1.142 -1.486 -0.107 -0.29
N -1.122 1.612 0.028 -0.37
O 1.943 0.618 0.336 -0.50
S -2.038 -0.929 0.234 -0.36
H 0.264 -1.964 -0.248 0.18
H 2.041 -1.896 0.072 0.24
H -0.256 2.044 -0.186 0.28
H -2.148 1.854 -0.220 0.28
```

Summary:
2S+1: 1
ΔE to the lowest compared entry with this formula, charge and spin in kJ/mol: 206.2
LUMO energy in Ha: 0.01502
HOMO-LUMO gap in eV: 8.688
DFT total energy in hartree: -661.506995
Strongest force on any atom in eV/Å: 3.7
HOMO energy in eV: -8.3

***

DFT (ωB97M-V/def2-TZVPD) results for a structure of composition C2H4N2OS2 at a distorted geometry.

The geometry in XYZ format:
```
11
Properties=species:S:1:pos:R:3:mulliken_charge:R:1
C 0.838 -1.229 0.477 0.31
C 0.318 0.711 -0.793 0.06
H -0.747 -0.574 -0.697 0.32
H -0.993 -2.624 0.204 0.29
H 0.214 -0.121 -1.510 0.40
H -1.174 3.406 0.698 0.15
N -0.358 -1.632 -0.007 -0.50
N -0.521 1.743 -0.787 -0.33
O 0.989 0.214 0.303 -0.29
S 1.847 -2.248 1.299 -0.32
S -0.411 2.354 0.814 -0.08
```

Summary:
2S+1: 1
ΔE to the lowest compared entry with this formula, charge and spin in kJ/mol: 427.1
LUMO energy in Ha: -0.00991
HOMO-LUMO gap in eV: 8.516
DFT total energy in hartree: -1059.580585
Strongest force on any atom in eV/Å: 5.6
HOMO energy in eV: -8.8

***

Look up the DFT total energy of the second one. -661.281000 hartree

***

The highest DFT total energy belongs to which entry? number 2

***

What is the DFT total energy in the seventh record? -661.506995 hartree